# 1
85
Properties=species:S:1:pos:R:3 method="wB97M-V/def2-TZVPD" largest_force_ev_per_a=2.13 total_charge=+1 molar_mass_g_mol=743.22 relative_energy_kj_mol=0.00 homo_lumo_gap_ev=8.373
O -0.72 1.55 -0.50
C -1.53 2.58 0.23
C -2.10 3.13 -1.06
H -0.85 3.23 0.77
H -2.24 2.07 0.89
C -1.23 2.08 -1.81
H -1.82 4.16 -1.25
H -3.18 2.97 -1.17
C -0.07 2.64 -2.60
H 0.60 3.21 -1.95
H -0.42 3.31 -3.40
H 0.48 1.83 -3.08
C -1.97 0.98 -2.56
H -2.95 0.83 -2.10
H -1.42 0.03 -2.57
H -2.15 1.23 -3.62
Hf 0.05 -0.42 0.08
C -1.02 -2.33 0.90
C -1.79 -1.35 1.63
C -2.67 -0.70 0.73
H -1.78 -1.22 2.71
C -2.49 -1.27 -0.56
C -1.45 -2.25 -0.48
H -1.22 -2.97 -1.26
H -0.38 -3.10 1.33
H -3.44 0.03 1.00
H -3.14 -1.12 -1.41
C 2.14 -1.76 -0.33
C 1.23 -1.94 -1.40
C 1.02 -0.68 -2.05
H 0.87 -2.90 -1.77
C 1.85 0.29 -1.37
C 2.56 -0.39 -0.33
H 3.33 0.05 0.29
H 2.56 -2.54 0.29
H 0.53 -0.52 -3.01
H 2.05 1.31 -1.70
O -2.81 3.47 -3.49
C -3.24 3.12 -4.81
C -3.99 4.32 -5.44
H -3.91 2.25 -4.73
H -2.36 2.82 -5.41
C -4.01 5.41 -4.34
H -5.01 4.00 -5.69
H -3.48 4.67 -6.34
C -3.21 4.82 -3.17
H -5.03 5.63 -4.02
H -3.52 6.33 -4.68
H -3.81 4.81 -2.25
H -2.31 5.43 -2.98
N 0.80 -0.08 1.86
P 1.50 -0.49 3.22
C 0.41 -0.78 4.65
C 0.29 0.18 5.67
C -0.43 -0.08 6.83
C -1.15 -1.27 6.95
C -1.15 -2.18 5.89
C -0.39 -1.94 4.75
C 2.67 -1.87 3.05
C 4.01 -1.59 2.72
C 4.92 -2.62 2.48
C 4.50 -3.95 2.56
C 3.18 -4.24 2.90
C 2.27 -3.21 3.17
C 2.61 0.78 3.87
C 2.72 2.01 3.21
C 3.60 2.97 3.71
C 4.35 2.72 4.86
C 4.24 1.48 5.52
C 3.37 0.51 5.02
H 0.78 1.15 5.56
H -0.43 0.64 7.65
H -1.72 -1.48 7.86
H -1.76 -3.09 5.95
H -0.43 -2.66 3.93
H 4.36 -0.56 2.68
H 5.95 -2.37 2.23
H 5.21 -4.76 2.37
H 2.85 -5.28 2.97
H 1.26 -3.47 3.49
H 2.12 2.18 2.31
H 3.70 3.93 3.19
H 5.03 3.48 5.25
H 4.82 1.28 6.41
H 3.29 -0.45 5.53



# 2
89
Properties=species:S:1:pos:R:3 method="wB97M-V/def2-TZVPD" largest_force_ev_per_a=0.94 total_charge=-1 molar_mass_g_mol=926.45 homo_lumo_gap_ev=6.245
Ag -1.74 0.65 -0.01
C 4.57 -0.56 -2.89
C 3.79 0.65 -3.40
C 4.33 1.94 -2.77
C 4.01 0.76 -4.91
C 2.32 0.50 -3.04
C 1.96 0.42 -1.69
C 0.63 0.31 -1.32
N 0.10 0.12 -0.04
C 0.68 0.13 1.23
C 2.00 -0.16 1.56
C 2.39 -0.21 2.89
C 1.42 -0.06 3.87
C 0.08 0.17 3.60
C -0.28 0.35 2.26
O -1.50 0.75 1.89
C -0.88 0.27 4.78
C -2.35 0.38 4.37
C -0.76 -1.00 5.64
C -0.52 1.50 5.62
C 3.84 -0.39 3.31
C 4.80 -0.50 2.13
C 4.26 0.84 4.14
C 3.98 -1.65 4.17
C -0.38 0.37 -2.32
O -1.65 0.50 -1.92
C -0.03 0.35 -3.67
C 1.32 0.43 -3.99
C -1.12 0.28 -4.73
C -2.06 1.48 -4.60
C -0.56 0.27 -6.16
C -1.90 -1.02 -4.51
H 5.62 -0.49 -3.18
H 4.15 -1.47 -3.30
H 4.52 -0.63 -1.80
H 5.37 2.09 -3.04
H 4.25 1.92 -1.69
H 3.76 2.80 -3.13
H 5.08 0.88 -5.11
H 3.49 1.62 -5.33
H 3.68 -0.14 -5.43
H 2.73 0.47 -0.94
H 2.70 -0.37 0.78
H 1.72 -0.13 4.91
H -2.65 -0.48 3.77
H -2.53 1.28 3.79
H -2.98 0.41 5.27
H -1.01 -1.88 5.05
H -1.44 -0.94 6.49
H 0.25 -1.13 6.03
H -0.61 2.40 5.02
H 0.51 1.43 5.99
H -1.18 1.58 6.48
H 4.75 0.38 1.50
H 4.58 -1.38 1.52
H 5.82 -0.60 2.50
H 4.12 1.75 3.56
H 5.31 0.76 4.43
H 3.67 0.93 5.05
H 3.64 -2.52 3.62
H 3.39 -1.57 5.08
H 5.02 -1.80 4.46
H 1.59 0.46 -5.04
H -1.50 2.41 -4.73
H -2.52 1.49 -3.62
H -2.84 1.43 -5.35
H -0.02 1.19 -6.37
H -1.38 0.19 -6.87
H 0.10 -0.58 -6.32
H -2.33 -1.03 -3.52
H -1.24 -1.88 -4.61
H -2.70 -1.12 -5.25
I -5.89 3.55 -0.02
C -5.95 1.44 -0.01
C -7.15 0.76 -0.02
C -7.15 -0.61 -0.02
I -9.02 -1.61 -0.03
C -5.95 -1.35 -0.01
C -5.87 -2.75 -0.02
C -4.64 -3.36 -0.02
C -3.49 -2.56 0.00
N -3.53 -1.25 0.02
C -4.72 -0.63 0.00
C -4.70 0.82 0.00
O -3.63 1.50 0.00
H -8.08 1.31 -0.03
H -6.77 -3.34 -0.03
H -4.56 -4.44 -0.03
H -2.50 -3.02 0.01



# 3
93
Properties=species:S:1:pos:R:3 method="wB97M-V/def2-TZVPD" multiplicity=6 largest_force_ev_per_a=1.22 total_charge=+1 molar_mass_g_mol=996.90 homo_lumo_gap_ev="7.140 / 5.542" s2=8.81
Ir 0.29 0.44 0.95
C -1.16 3.30 2.63
C 0.36 3.20 2.61
N 0.91 1.84 2.82
C 2.38 1.97 3.06
C 3.20 2.56 1.93
C 0.34 1.17 4.00
C -0.98 0.43 3.80
N -1.01 -0.34 2.57
C -1.61 -1.55 2.52
C -1.81 -2.17 1.25
F -1.35 -1.59 0.15
C -2.51 -3.34 1.08
F -2.67 -3.80 -0.17
C -3.02 -4.04 2.15
C -2.81 -3.50 3.40
F -3.27 -4.14 4.48
C -2.15 -2.31 3.59
F -2.05 -1.89 4.85
H -1.45 4.29 2.28
H -1.56 3.19 3.63
H -1.62 2.57 1.96
H 0.75 3.87 3.39
H 0.73 3.55 1.65
H 2.75 0.97 3.28
H 2.52 2.58 3.96
H 4.25 2.55 2.23
H 3.10 1.95 1.03
H 2.93 3.59 1.71
H 0.23 1.88 4.82
H 1.07 0.42 4.32
H -1.82 1.14 3.76
H -1.12 -0.17 4.68
H -3.56 -4.97 2.01
S 1.94 0.66 -0.85
C 1.46 1.99 -1.89
C 2.45 2.61 -2.66
C 2.13 3.65 -3.51
C 0.81 4.08 -3.62
C -0.18 3.46 -2.87
C 0.13 2.43 -1.99
As -1.21 1.51 -0.92
C -2.66 2.83 -1.03
C -3.90 2.55 -1.58
C -4.86 3.55 -1.67
C -4.59 4.82 -1.20
C -3.36 5.11 -0.64
C -2.40 4.11 -0.55
C -1.83 0.17 -2.18
C -1.27 0.02 -3.44
C -1.74 -0.96 -4.31
C -2.80 -1.77 -3.93
C -3.38 -1.62 -2.67
C -2.89 -0.66 -1.80
H 3.47 2.25 -2.58
H 2.90 4.13 -4.09
H 0.55 4.89 -4.29
H -1.20 3.79 -2.98
H -4.12 1.57 -1.97
H -5.82 3.32 -2.12
H -5.35 5.60 -1.28
H -3.14 6.10 -0.28
H -1.42 4.33 -0.13
H -0.45 0.66 -3.75
H -1.29 -1.07 -5.28
H -3.18 -2.52 -4.61
H -4.20 -2.25 -2.37
H -3.33 -0.55 -0.81
C 1.17 -5.60 0.35
C 2.30 -4.61 0.63
As 2.14 -2.85 -0.25
C 4.00 -2.26 -0.10
C 4.97 -3.00 -1.02
C 1.93 -3.33 -2.18
C 2.09 -2.14 -3.11
H 1.49 -6.61 0.58
H 0.86 -5.58 -0.69
H 0.30 -5.38 0.97
H 3.24 -5.01 0.26
H 2.41 -4.43 1.70
H 4.26 -2.40 0.95
H 4.03 -1.19 -0.29
H 4.90 -4.08 -0.89
H 5.99 -2.71 -0.79
H 4.78 -2.77 -2.06
H 0.95 -3.78 -2.29
H 2.70 -4.09 -2.35
H 1.31 -1.41 -2.93
H 2.04 -2.46 -4.15
H 3.05 -1.63 -2.95
O 2.00 -2.13 3.80
C 1.85 -1.72 2.70
N 1.69 -1.30 1.58